1.
Density functional theory data (the ωB97M-V functional and the def2-TZVPD basis) for a 2-piece molecular cluster, C4H12 overall.

Maximum force   0.94 eV/Å
E_LUMO   1.16 eV
SMILES   CC.CC
HOMO energy   -0.4306 hartree
Energy relative to the best compared isomer or geometry (same formula, charge and spin)   3.3 kcal/mol
M   60.14 g/mol
HOMO-LUMO gap   12.879 eV

Atoms and positions in Å:
C (2.199, -0.406, 0.300)
C (2.231, 1.034, -0.148)
H (2.063, -1.081, -0.541)
H (1.367, -0.645, 0.958)
H (3.098, -0.737, 0.813)
H (1.377, 1.306, -0.766)
H (3.133, 1.272, -0.732)
H (2.232, 1.756, 0.678)
C (-1.514, -0.044, -0.196)
C (-2.917, -0.602, 0.054)
H (-0.835, -0.773, -0.649)
H (-1.033, 0.303, 0.717)
H (-1.527, 0.809, -0.885)
H (-3.200, -0.490, 1.101)
H (-3.008, -1.660, -0.210)
H (-3.667, -0.043, -0.494)

---

2.
Density functional theory data (the ωB97M-V functional and the def2-TZVPD basis) for a 2-piece molecular cluster, C4H12 overall.

Maximum force   0.71 eV/Å
E_LUMO   1.14 eV
SMILES   CC.CC
HOMO energy   -0.4333 hartree
Energy relative to the best compared isomer or geometry (same formula, charge and spin)   2.9 kcal/mol
M   60.14 g/mol
HOMO-LUMO gap   12.929 eV

Atoms and positions in Å:
C (1.101, 2.018, 1.602)
C (1.654, 1.039, 0.558)
H (0.914, 2.991, 1.155)
H (0.157, 1.644, 2.009)
H (1.770, 2.138, 2.455)
H (2.712, 0.815, 0.688)
H (1.160, 0.062, 0.586)
H (1.542, 1.410, -0.456)
C (-1.673, -0.825, -0.965)
C (-1.043, -2.202, -1.198)
H (-2.201, -0.491, -1.856)
H (-2.433, -0.872, -0.179)
H (-0.936, -0.082, -0.672)
H (-0.466, -2.489, -0.320)
H (-0.425, -2.204, -2.090)
H (-1.833, -2.952, -1.317)

---

3.
Density functional theory data (the ωB97M-V functional and the def2-TZVPD basis) for a 2-piece molecular cluster, C4H12 overall.

Maximum force   4.44 eV/Å
E_LUMO   1.13 eV
SMILES   CC.CC
HOMO energy   -0.4110 hartree
Energy relative to the best compared isomer or geometry (same formula, charge and spin)   27.1 kcal/mol
M   60.14 g/mol
HOMO-LUMO gap   12.316 eV

Atoms and positions in Å:
C (-2.539, 0.005, -0.761)
C (-1.533, 0.413, -1.798)
H (-3.190, -0.664, -1.241)
H (-2.249, -0.747, 0.040)
H (-3.066, 0.870, -0.311)
H (-1.368, -0.261, -2.654)
H (-0.535, 0.476, -1.296)
H (-1.919, 1.334, -2.101)
C (1.299, -0.423, 1.314)
C (2.799, 0.046, 1.164)
H (1.075, -1.481, 1.781)
H (0.721, 0.255, 1.992)
H (0.858, -0.573, 0.363)
H (2.959, 1.036, 0.797)
H (3.113, 0.277, 2.250)
H (3.439, -0.775, 0.864)

---

4.
Density functional theory data (the ωB97M-V functional and the def2-TZVPD basis) for a 2-piece molecular cluster, C4H12 overall.

Maximum force   5.98 eV/Å
E_LUMO   1.15 eV
SMILES   CC.CC
HOMO energy   -0.3961 hartree
Energy relative to the best compared isomer or geometry (same formula, charge and spin)   41.9 kcal/mol
M   60.14 g/mol
HOMO-LUMO gap   11.933 eV

Atoms and positions in Å:
C (1.059, 0.941, -0.555)
C (1.926, 0.084, -1.710)
H (0.103, 1.369, -1.067)
H (0.917, 0.219, 0.277)
H (1.573, 1.811, -0.205)
H (1.425, -0.354, -2.576)
H (2.505, -0.484, -1.100)
H (2.633, 0.954, -1.991)
C (-1.949, -0.739, 0.578)
C (-1.001, -0.450, 1.657)
H (-1.631, -0.218, -0.310)
H (-2.256, -1.778, 0.297)
H (-2.910, -0.391, 0.761)
H (-0.235, 0.326, 1.479)
H (-0.423, -1.267, 2.008)
H (-1.736, -0.023, 2.457)

---

5.
Density functional theory data (the ωB97M-V functional and the def2-TZVPD basis) for a 2-piece molecular cluster, C4H12 overall.

Maximum force   3.78 eV/Å
E_LUMO   1.13 eV
SMILES   CC.CC
HOMO energy   -0.3984 hartree
Energy relative to the best compared isomer or geometry (same formula, charge and spin)   16.7 kcal/mol
M   60.14 g/mol
HOMO-LUMO gap   11.971 eV

Atoms and positions in Å:
C (-1.733, -1.574, 0.375)
C (-0.560, -1.834, -0.597)
H (-1.562, -2.258, 1.206)
H (-1.662, -0.588, 0.796)
H (-2.707, -1.771, -0.058)
H (-0.613, -1.113, -1.409)
H (-0.719, -2.823, -1.031)
H (0.375, -1.840, -0.048)
C (1.438, 2.409, 0.147)
C (0.888, 1.019, 0.050)
H (1.082, 3.149, -0.596)
H (0.898, 3.066, 0.862)
H (2.489, 2.629, 0.289)
H (0.710, 0.531, 1.017)
H (1.687, 0.372, -0.308)
H (-0.035, 0.865, -0.496)

---

6.
Density functional theory data (the ωB97M-V functional and the def2-TZVPD basis) for a 2-piece molecular cluster, C4H12 overall.

Maximum force   3.14 eV/Å
E_LUMO   1.11 eV
SMILES   CC.CC
HOMO energy   -0.4202 hartree
Energy relative to the best compared isomer or geometry (same formula, charge and spin)   19.1 kcal/mol
M   60.14 g/mol
HOMO-LUMO gap   12.542 eV

Atoms and positions in Å:
C (0.236, -1.851, 0.758)
C (-0.845, -2.836, 1.136)
H (1.183, -2.213, 1.153)
H (0.390, -1.686, -0.294)
H (0.323, -0.826, 1.131)
H (-1.673, -2.896, 0.430)
H (-1.382, -2.623, 2.135)
H (-0.404, -3.810, 1.100)
C (-0.222, 1.886, -1.305)
C (0.715, 2.921, -0.539)
H (0.293, 1.276, -2.069)
H (-0.399, 1.104, -0.533)
H (-1.073, 2.276, -1.788)
H (1.390, 2.281, 0.035)
H (1.366, 3.336, -1.291)
H (0.101, 3.661, -0.058)